[1]
13 unconnected molecules or ions with the total composition C25H68O17S4 at a distorted geometry. Source: the Open Molecules 2025 dataset; level of theory: ωB97M-V/def2-TZVPD.

**LUMO energy**: 0.003 hartree
**E**: -105170.392 eV
**HOMO-LUMO gap**: 9.60 eV
**Highest occupied orbital energy**: -0.3497 hartree

Element x y z (Å)
C  -1.7440  -1.9983  -6.2382
O  -1.2097  -2.0464  -4.9368
H  -1.8361  -2.9957  -6.6200
H  -2.7785  -1.5740  -6.3002
H  -1.2077  -1.3283  -6.9297
H  -1.9615  -2.1951  -4.3548
C  1.2095  4.6620  -3.8705
O  0.4621  4.0027  -4.8879
H  0.6511  4.7914  -2.9618
H  2.0673  4.0758  -3.5942
H  1.5162  5.7206  -4.1582
H  -0.4308  3.8416  -4.5434
C  -2.3436  3.0557  -2.1870
O  -1.0413  2.6895  -2.6534
H  -2.4402  4.1445  -2.3096
H  -3.1908  2.6353  -2.7665
H  -2.5395  2.8911  -1.1720
H  -0.4326  3.0725  -1.9772
C  -5.1054  0.9589  1.3710
O  -3.9684  1.6344  1.8464
H  -4.9706  0.7014  0.2725
H  -5.3233  0.0806  1.9679
H  -5.9620  1.6628  1.4487
H  -3.0939  1.1920  1.5949
C  1.8899  4.2301  -0.1583
O  0.6704  3.5309  -0.3674
H  1.7221  5.3310  -0.1514
H  2.2221  4.0236  0.8650
H  2.6430  3.8600  -0.8066
H  0.1031  3.5786  0.3943
C  7.1020  1.4059  -2.9733
O  7.0590  2.5436  -3.7768
H  8.0033  1.3482  -2.3706
H  6.2718  1.2622  -2.3243
H  7.0751  0.4969  -3.5697
H  6.2079  2.4605  -4.2038
C  -0.8691  -1.6435  -0.9212
O  -1.8720  -2.5256  -0.4050
H  -0.9034  -0.7412  -0.3378
H  0.1042  -2.1555  -0.7514
H  -1.0271  -1.4370  -1.9599
H  -1.4145  -3.3586  -0.1986
C  -0.8268  -5.8182  0.9080
O  -0.1246  -4.5648  0.6204
H  -1.0218  -6.2733  -0.0466
H  -0.2303  -6.5232  1.5358
H  -1.7838  -5.6689  1.4014
H  0.3479  -4.2768  1.4064
C  -4.5542  -1.3020  -2.9124
O  -3.6066  -2.3998  -3.2138
H  -5.3677  -1.5349  -2.2874
H  -3.9034  -0.4859  -2.5384
H  -4.9079  -1.0159  -3.9002
H  -3.2733  -2.6558  -2.3721
C  -1.6641  -1.7518  4.3646
C  -0.9124  -3.0176  4.7997
C  -2.0376  -3.9824  5.1979
S  -3.4026  -3.6286  4.0207
O  -4.4054  -3.1229  4.9245
O  -3.6509  -4.6585  3.0344
C  -2.5923  -2.1616  3.3135
H  -0.9721  -0.9510  4.0882
H  -2.2332  -1.3663  5.1645
H  -0.2311  -2.7832  5.6359
H  -0.3045  -3.5128  3.9340
H  -2.4876  -3.8179  6.1582
H  -1.7347  -5.0251  5.0168
H  -3.5089  -1.5936  3.1020
H  -2.0468  -2.4409  2.4315
C  1.1218  -0.0630  -4.2944
C  1.7261  -1.0474  -3.2086
C  3.2275  -0.8458  -3.2791
S  3.3824  0.9634  -3.3107
O  4.4287  1.3701  -4.1946
O  3.3489  1.6173  -2.0422
C  1.8471  1.2900  -4.1482
H  0.0824  0.0468  -4.1181
H  1.2266  -0.5098  -5.2309
H  1.4276  -2.1161  -3.3888
H  1.2965  -0.7622  -2.2253
H  3.5310  -1.2877  -4.2164
H  3.7388  -1.2203  -2.3626
H  2.0415  1.6769  -5.1818
H  1.2080  1.9814  -3.5735
C  4.3195  -0.9556  1.1376
C  2.9474  -0.9093  0.4062
C  1.8617  -0.5696  1.3715
S  2.3023  -1.6237  2.7703
O  2.1141  -3.0303  2.4040
O  1.7882  -1.1747  4.0548
C  4.0251  -1.2582  2.5987
H  4.7607  0.0332  1.0370
H  4.8772  -1.7357  0.6554
H  2.7445  -1.9264  0.0432
H  3.0482  -0.1662  -0.4484
H  0.8242  -0.7340  1.1854
H  1.9650  0.4821  1.6674
H  4.5316  -2.1513  2.8992
H  4.3184  -0.4391  3.3190
C  -2.0158  2.4907  5.3129
C  -0.4998  2.8457  5.3376
C  0.1718  2.3348  4.0494
S  -1.1689  2.5431  2.8254
O  -1.2864  1.2666  2.1112
O  -0.8699  3.6695  2.0161
C  -2.5160  2.9295  3.9524
H  -2.5028  3.0857  6.0399
H  -2.0305  1.3981  5.4810
H  0.0347  2.4352  6.1851
H  -0.4573  3.9345  5.4896
H  0.4520  1.3016  4.0545
H  0.9271  2.9509  3.5637
H  -3.3967  2.3403  3.6735
H  -2.7820  3.9874  3.7710

Cartesian forces, eV/Å:
-1.3 0.9 -0.5
0.2 0.5 -0.1
0.2 -0.6 -0.6
0.5 -0.3 0.5
0.5 -0.5 0.5
-0.2 -0.1 0.4
-0.1 1.4 -0.5
-0.2 0.4 0.2
-0.5 0.0 0.5
0.7 -0.2 -0.1
-0.2 -1.4 0.0
0.4 -0.1 0.0
-0.3 1.5 -1.9
-0.3 0.0 0.8
-0.2 0.0 0.0
0.9 -0.2 0.0
0.1 -0.8 1.7
-0.1 -0.5 -0.4
-0.2 0.4 -1.5
1.5 -0.4 -0.3
-0.4 0.0 1.2
-0.1 -0.4 0.0
0.5 -0.5 0.0
-1.7 0.6 0.4
-1.2 0.7 2.0
0.4 -0.3 -1.5
0.3 -0.6 -0.6
0.2 -0.1 0.0
0.5 0.0 -0.9
-0.3 0.2 0.8
0.8 -1.2 -0.1
0.2 0.3 0.3
0.2 0.4 0.0
-0.9 0.5 0.8
0.3 -0.3 -0.4
-0.5 0.3 -0.4
0.4 -1.4 1.2
-0.2 -0.1 -0.4
0.1 0.7 0.1
-0.3 0.6 -0.4
0.0 0.1 -0.7
-0.1 0.1 0.1
0.8 0.2 0.4
-0.7 -1.0 0.2
0.0 -0.2 -0.4
-0.2 0.6 -0.5
-0.1 0.3 0.1
0.2 0.1 0.1
3.0 0.3 -1.9
-1.6 0.9 -0.4
-0.8 -0.6 1.0
-0.8 -0.1 0.1
-0.2 0.2 0.1
0.7 -0.6 1.3
1.7 0.6 0.2
0.4 -0.6 -0.5
0.6 -1.2 -1.6
1.7 0.2 0.8
-1.1 -0.1 -0.5
-0.1 0.4 0.5
-1.8 -1.0 -1.1
-0.1 -0.2 -0.4
-0.6 0.4 1.4
-0.2 -0.3 -0.4
-0.9 1.2 1.4
0.0 0.0 0.5
-0.2 0.3 0.5
0.7 0.5 -0.1
-0.1 -0.2 -0.8
0.8 -0.3 2.5
-1.4 0.1 -0.2
-0.5 0.1 1.7
-0.9 0.5 -1.9
1.2 -0.1 -0.7
0.0 -0.4 1.7
-1.1 -0.5 -1.1
-1.0 0.1 0.1
0.4 -0.5 -1.7
0.3 1.0 0.0
0.5 -0.1 -0.4
0.8 0.2 -0.1
0.0 0.1 -1.0
0.1 0.1 1.2
0.6 -0.2 -0.2
-1.5 0.7 0.0
0.3 0.0 -2.0
0.3 0.7 1.3
-0.1 -0.1 0.3
-0.2 1.0 0.1
0.0 -0.1 -0.7
1.1 0.6 1.1
0.4 -0.2 0.0
0.7 -0.1 0.0
0.0 0.3 -0.4
-0.5 -1.0 1.0
-0.6 -0.3 -0.7
-0.1 -0.2 0.4
0.3 -0.6 0.4
-0.5 -0.8 -0.8
2.2 -0.2 -0.6
0.4 0.6 0.4
-1.7 1.4 -0.6
0.6 -2.6 0.5
-0.4 0.5 0.5
0.2 1.9 -1.0
-0.8 -0.8 -0.5
-0.6 0.0 1.1
-0.9 0.5 -0.1
-0.2 -0.2 0.3
0.4 -0.2 -0.5
0.1 -0.6 0.2
0.3 0.0 0.6
0.4 0.2 -0.3
0.5 -0.4 0.5

=====

[2]
A molecular structure, C14H19N3O2PtS at a distorted geometry. Source: the Open Molecules 2025 dataset; level of theory: ωB97M-V/def2-TZVPD.

**LUMO energy (spin up / spin down)**: 0.020 / 0.009 hartree
**E**: -37470.172 eV
**Expectation value of S²**: 2.020
**HOMO-LUMO gap (spin up / spin down)**: 7.05 / 6.71 eV
**Highest occupied orbital energy (spin up / spin down)**: -0.2392 / -0.2375 hartree
**Multiplicity**: 3

Element x y z (Å)
Pt  -0.3435  -0.2010  0.3976
O  1.8009  -0.8116  -0.7941
C  1.1612  -1.2796  -1.9835
C  1.2153  -0.2607  -3.1051
C  0.5707  1.1034  -2.8168
C  -0.9182  1.1196  -2.6051
C  -1.7529  1.4741  -3.6638
C  -3.1205  1.5397  -3.4732
C  -3.6286  1.2617  -2.2143
C  -2.7438  0.9187  -1.2105
N  -1.4215  0.8437  -1.3950
H  2.1850  0.0402  -0.9668
H  0.1271  -1.5535  -1.7496
H  1.6777  -2.1946  -2.2841
H  0.7515  -0.6914  -3.9972
H  2.2666  -0.0860  -3.3566
H  0.7724  1.7293  -3.6884
H  1.0475  1.5973  -1.9648
H  -1.3160  1.7014  -4.6276
H  -3.7765  1.8135  -4.2894
H  -4.6878  1.3064  -2.0037
H  -3.0832  0.6903  -0.2085
C  0.8362  -0.3672  5.1225
C  0.8757  -1.4777  4.1319
C  1.8712  -2.4141  4.0163
C  1.7727  -3.3377  2.9647
N  0.7885  -3.3249  2.0833
C  -0.1693  -2.3906  2.1858
S  -1.4914  -2.2877  1.0867
N  -0.1336  -1.5346  3.2570
C  2.8117  -4.3988  2.7690
H  1.7093  -0.3961  5.7703
H  -0.0643  -0.4319  5.7351
H  0.8096  0.5745  4.5693
H  2.7035  -2.4179  4.7037
H  -0.7972  -0.7650  3.2211
H  3.5943  -4.3475  3.5240
H  3.2554  -4.2873  1.7795
H  2.3401  -5.3812  2.8033
O  -0.1445  0.8232  2.0692

Cartesian forces, eV/Å:
-0.9 1.2 1.8
0.1 -0.7 -0.2
0.2 -0.1 -0.2
0.0 -0.1 0.0
0.1 0.1 0.0
-0.2 0.1 -0.1
0.0 0.0 0.0
0.0 0.0 0.0
0.0 0.0 0.0
0.0 0.0 0.0
0.2 -0.4 -0.2
0.3 0.6 0.0
0.0 0.0 0.1
-0.1 0.0 -0.1
0.0 0.0 0.0
0.0 0.0 0.0
0.1 0.1 0.1
0.0 -0.1 0.1
0.0 0.0 0.0
0.0 0.0 0.0
0.0 0.0 0.0
0.0 0.0 0.0
0.1 0.0 0.0
0.1 -0.1 -0.1
0.0 0.1 0.0
0.0 0.0 0.0
-0.1 0.0 -0.1
-0.1 -0.2 0.0
0.6 0.4 0.0
-0.3 -0.4 0.0
0.0 0.0 0.0
0.0 0.0 0.0
0.0 0.0 0.0
0.0 0.0 0.0
0.0 0.0 0.0
0.1 0.4 -0.2
0.0 0.0 0.0
0.0 0.0 0.0
0.0 0.0 0.0
-0.1 -0.9 -1.0

=====

[3]
2 unconnected molecules or ions with the total composition C7H17NO at a distorted geometry. Source: the Open Molecules 2025 dataset; level of theory: ωB97M-V/def2-TZVPD.

**LUMO energy**: 0.029 hartree
**E**: -11070.455 eV
**HOMO-LUMO gap**: 9.98 eV
**SMILES**: CCN(C)C(C)=O.CC
**Highest occupied orbital energy**: -0.3379 hartree
**ΔE to the lowest compared entry with this formula, charge and spin**: 61.89 kcal per mole

Element x y z (Å)
C  -1.5801  -0.0053  3.1962
C  -1.6229  1.4933  2.8746
H  -2.3086  -0.4162  3.8791
H  -1.4803  -0.5131  2.2086
H  -0.6057  -0.1588  3.6883
H  -1.6473  2.1007  3.7836
H  -0.7674  1.7389  2.2320
H  -2.4628  1.7153  2.1829
C  -0.0781  -1.2688  -1.0433
C  -0.0628  -0.5330  0.3094
C  2.2885  -1.5243  -1.5687
C  0.0080  1.4107  -2.3276
C  1.1276  0.4151  -2.3472
O  2.1721  0.7180  -2.8969
N  1.0243  -0.9462  -1.9603
H  -0.4443  -2.2976  -1.1464
H  -0.9342  -0.9476  -1.6844
H  0.7565  0.2480  0.3407
H  0.3700  -1.1495  1.0748
H  3.0413  -1.5496  -2.3257
H  -0.4750  1.2662  -3.3328
H  0.3943  2.3915  -2.5566
H  -0.8824  0.1519  0.4937
H  2.6232  -1.1441  -0.5879
H  2.2034  -2.4935  -1.0163
H  -0.6575  1.2975  -1.4696

Cartesian forces, eV/Å:
1.8 0.3 -0.8
-0.8 -0.3 -0.8
-0.6 0.1 -0.2
-0.7 -0.2 1.3
-0.2 -0.3 0.0
0.0 0.2 -0.4
0.2 0.1 0.6
0.0 0.1 0.8
-2.1 1.4 -2.3
2.4 0.9 -1.0
0.1 -1.2 2.6
-0.7 -0.9 -1.3
1.6 -1.2 -1.1
0.1 0.6 0.3
-0.7 0.4 1.2
1.3 -0.4 1.0
0.1 0.7 0.8
-0.4 -0.6 -0.8
-1.0 -0.5 0.9
0.3 0.1 -0.2
-0.4 -0.4 1.1
0.5 0.4 0.9
-0.6 -0.9 0.4
0.7 1.6 -0.7
-0.8 -0.4 -1.8
-0.1 0.5 -0.5

=====

[4]
C3H10N2O2 in the gas phase at a distorted geometry. Source: the Open Molecules 2025 dataset; level of theory: ωB97M-V/def2-TZVPD.

**LUMO energy**: 0.028 hartree
**E**: -10347.862 eV
**HOMO-LUMO gap**: 10.11 eV
**SMILES**: N[C@@H](O)C[C@@H](N)O
**Highest occupied orbital energy**: -0.3438 hartree
**ΔE to the lowest compared entry with this formula, charge and spin**: 37.49 kcal per mole

Element x y z (Å)
C  -0.8169  -0.8995  -0.4619
C  0.1166  1.0689  0.9508
C  0.0977  -0.4195  0.8225
N  -0.2234  -0.4256  -1.6923
N  1.6643  1.3491  0.8030
O  -0.8428  -2.3095  -0.5338
O  -0.5864  1.8338  0.0403
H  -0.3618  1.4723  -0.8492
H  -1.1729  -2.6363  0.3169
H  -1.8454  -0.5321  -0.3822
H  -0.1571  1.3816  1.9618
H  -0.8218  -0.7340  -2.4606
H  0.6348  -0.9623  -1.8267
H  1.7690  2.3256  1.0768
H  1.8700  1.3033  -0.1935
H  -0.3667  -0.8565  1.7120
H  1.0427  -0.9594  0.7162

Cartesian forces, eV/Å:
1.2 0.4 1.5
4.2 0.8 0.0
-2.9 -2.3 -2.0
-0.1 -0.2 -0.1
-1.9 0.5 0.9
-0.2 -0.5 0.6
-0.5 -0.3 -0.7
-0.3 0.2 0.5
0.1 -0.1 -0.3
0.2 0.3 0.0
0.0 0.1 -0.3
0.1 0.3 0.1
0.0 0.3 0.1
0.2 -0.1 -0.3
-0.1 0.0 0.1
-0.1 -0.1 -0.1
0.1 0.7 -0.1